# 1
Here is 2 unconnected molecules or ions with the total composition C4H11N3 at a distorted geometry from the OMol25 dataset. Energies are from wB97M-V/def2-TZVPD.

## Properties
Net charge: +2
Energy above the lowest of the compared OMol25 structures with the same formula, charge and spin, eV: 3.542
Highest occupied orbital energy, eV: -19.4

XYZ file:
```
18
Properties=species:S:1:pos:R:3:forces:R:3
H 2.15342 -0.34230 -1.93258 1.0 0.3 0.6
C 1.29191 -0.01978 -0.09446 1.0 -2.3 -0.5
H -3.24939 1.50285 -0.01605 1.5 -0.4 0.3
N 0.25744 -0.05784 0.73465 -3.8 -0.7 -2.6
H -1.56691 1.79777 0.62837 1.6 2.2 2.3
N -2.22902 -1.26554 0.31837 -1.4 -0.7 -0.3
C 2.66782 0.07877 0.47602 0.5 1.7 -2.4
H -1.58020 -2.01241 0.51293 0.8 -0.2 0.2
C -2.11221 1.29357 -0.05027 -5.1 -2.3 0.3
C -1.81234 -0.08668 0.14061 3.4 -1.1 1.6
N 1.34715 -0.45549 -1.34491 -0.4 0.6 -0.1
H 0.72650 -0.98249 -1.89860 -1.9 -0.3 -0.1
H -3.20795 -1.72738 0.29496 1.1 1.8 -0.2
H 3.21885 -0.83698 0.42367 -0.1 -1.0 -0.5
H 2.58328 0.23929 1.48402 0.4 1.5 2.4
H 0.14211 0.53611 1.52949 0.7 0.3 0.7
H -1.86149 1.53441 -0.99823 1.3 1.0 -3.4
H 3.23103 0.80414 -0.20800 -0.5 -0.5 1.6
```
Forces are in eV/Å.

Atom charges from the natural (NBO) analysis, given in e for atoms 1 to 6: 0.445 0.553 0.332 -0.582 0.291 -0.671

# 2
Here is a gas-phase ion, C4H11N3 (charge +2) at a distorted geometry from the OMol25 dataset. Energies are from wB97M-V/def2-TZVPD.

## Properties
SMILES: C[N+](C)=C/[NH+]=C/N
Net charge: +2
Energy above the lowest of the compared OMol25 structures with the same formula, charge and spin, eV: 0.771
Highest occupied orbital energy, eV: -19.6

XYZ file:
```
18
Properties=species:S:1:pos:R:3:forces:R:3
N 0.91060 0.04465 0.60118 -1.1 -2.4 2.8
H -2.85440 -0.58110 -0.29441 1.5 -0.7 0.6
C -1.46190 0.34918 -2.11232 -2.5 -2.5 -2.0
H 0.32201 -0.52063 1.30551 0.8 1.4 -1.4
H -2.50711 -0.12634 -2.31685 2.2 0.4 0.3
H 2.96866 0.66935 0.39230 -1.3 -0.2 0.6
N -0.88285 -0.19213 -0.88940 2.0 0.8 0.2
C 2.13149 0.35333 1.08970 2.0 1.3 -0.4
C -1.79116 -0.85298 0.01103 -0.9 -1.8 2.4
C 0.34177 0.17771 -0.63789 -0.9 -0.7 -0.2
H 1.89737 -0.01656 3.06152 -1.3 -0.5 1.5
H 3.33413 0.70916 2.65747 1.5 0.4 0.2
N 2.45409 0.37984 2.36444 -1.1 -0.5 -3.2
H -0.86643 0.26768 -3.02873 0.2 -0.2 0.5
H -1.62971 -0.57812 1.10938 -0.4 0.3 -1.5
H -1.69872 1.33202 -1.93110 -0.3 2.5 0.4
H -1.57397 -2.00055 0.07688 -0.7 1.9 -0.8
H 0.90613 0.58550 -1.45870 0.3 0.4 0.0
```
Forces are in eV/Å.

Atom charges from the natural (NBO) analysis, given in e for atoms 1 to 6: -0.570 0.294 -0.445 0.452 0.271 0.277

# 3
Here is a molecular structure, C4H11N3O at a distorted geometry from the OMol25 dataset. Energies are from wB97M-V/def2-TZVPD.

## Properties
Energy above the lowest of the compared OMol25 structures with the same formula, charge and spin, eV: 3.978
Highest occupied orbital energy, eV: -8.4

XYZ file:
```
19
Properties=species:S:1:pos:R:3:forces:R:3
H -1.72920 2.16706 -2.02621 0.0 -0.1 -0.1
H 1.40474 -1.94421 -1.27174 0.1 0.0 -0.1
O 0.61265 1.41449 1.43858 1.1 0.0 -0.2
C 0.03693 0.81547 0.33843 -4.9 2.6 -0.8
H -1.00804 -1.06604 -0.25108 0.0 0.2 0.2
H 2.87377 -1.24976 -0.58285 -0.1 0.2 0.0
H 1.70084 -0.19981 -1.42650 0.1 0.0 -0.1
C 1.81520 -1.06182 -0.76720 -0.8 -0.6 -0.1
N 1.14280 -0.76087 0.48326 -1.1 -2.0 0.7
H -2.13884 -0.85382 1.82601 0.3 0.0 -0.1
C -1.44271 1.26688 -1.48093 0.1 -0.5 -0.4
H -2.34954 0.90518 -0.97234 0.2 0.0 0.1
H -1.15403 0.49675 -2.21184 -0.1 0.1 -0.1
H 1.42091 -1.32708 1.27502 0.2 -0.1 0.0
N -1.12921 -0.79711 1.81557 0.4 -0.9 1.3
N -0.35926 1.61838 -0.59894 1.5 -0.6 1.1
H -0.73175 -0.25676 2.57846 -0.4 0.1 -0.3
C -0.53478 -0.56005 0.59281 3.8 1.5 -1.7
H 1.56953 1.39313 1.24149 -0.6 0.1 0.6
```
Forces are in eV/Å.

Atom charges from the natural (NBO) analysis, given in e for atoms 1 to 6: 0.206 0.173 -0.720 0.536 0.205 0.209

# 4
Here is C4H11N3O in the gas phase from the OMol25 dataset. Energies are from wB97M-V/def2-TZVPD.

## Properties
SMILES: C[C@H](CN)NC(N)=O
Energy above the lowest of the compared OMol25 structures with the same formula, charge and spin, eV: 0.086
Highest occupied orbital energy, eV: -8.9

XYZ file:
```
19
Properties=species:S:1:pos:R:3:forces:R:3
H 1.18990 0.09143 0.94546 0.1 -0.1 0.2
N -1.19650 1.65355 -0.92872 0.0 -0.2 -0.3
H 0.86818 1.41038 -1.02810 -0.1 -0.2 -0.2
H -2.00889 1.26815 -1.39216 -0.1 0.1 0.0
H 1.78553 -2.00714 -0.71751 -0.3 -0.1 0.1
H -0.81154 -1.11927 -0.78416 -0.2 -0.2 -0.1
C 1.32118 -1.23552 -1.32668 -0.2 0.0 -0.3
H 2.09258 -0.48889 -1.52057 0.1 0.1 0.0
H 1.05759 -1.66056 -2.29621 0.0 0.0 0.0
H -0.07929 0.79362 -2.38622 0.3 -0.3 -0.1
H -1.02265 0.26659 3.58550 -0.1 -0.1 -0.1
O -1.85261 -0.44896 1.32725 -0.1 0.0 0.0
C -0.69077 -0.25767 1.63275 0.1 -0.4 0.0
N 0.37031 -0.47177 0.76868 -0.2 0.4 -0.4
C -0.03480 0.83855 -1.30025 -0.4 0.6 0.6
C 0.10636 -0.55996 -0.67719 0.8 0.2 0.2
H 0.64946 0.18868 3.15159 0.0 0.0 0.1
H -1.42862 1.62911 0.05428 0.2 -0.1 0.1
N -0.31543 0.10969 2.89226 0.2 0.2 0.1
```
Forces are in eV/Å.

Atom charges from the natural (NBO) analysis, given in e for atoms 1 to 6: 0.371 -0.828 0.170 0.352 0.221 0.225

# 5
Here is 2 unconnected molecules or ions with the total composition C4H11N3O from the OMol25 dataset. Energies are from wB97M-V/def2-TZVPD.

## Properties
Energy above the lowest of the compared OMol25 structures with the same formula, charge and spin, eV: 6.094
Highest occupied orbital energy (spin up / spin down), eV: -6.7 / -6.7

XYZ file:
```
19
Properties=species:S:1:pos:R:3:forces:R:3
H 0.87632 2.87516 0.78180 0.1 0.0 -0.1
N -1.01233 0.70960 -1.17490 0.2 0.0 0.2
H 0.40096 -2.51366 -0.44699 0.0 0.0 0.0
C -2.16920 -0.78299 0.46918 0.1 0.0 0.0
H 1.99037 -1.74800 -0.23008 0.0 0.0 0.0
C 0.95830 -1.57527 -0.53977 -0.1 0.1 0.1
H 0.23983 -0.37824 2.21441 0.0 -0.1 0.0
C 1.35210 1.48788 -0.61743 -0.3 0.4 0.2
H 0.92688 -1.24063 -1.57386 0.0 0.0 0.0
N 0.78095 2.60835 -0.18502 0.1 -0.6 -0.1
H 1.24892 1.23203 -1.65362 -0.1 0.0 0.0
C -1.02753 -0.09867 -0.25430 0.1 -0.1 0.0
N 0.37129 -0.52387 0.29586 0.0 -0.1 0.2
H -2.04416 -1.86867 0.47708 0.0 0.0 0.0
O 0.35490 -1.13575 1.62827 -0.1 0.3 -0.5
H -0.10087 2.84619 -0.62337 0.0 0.0 -0.1
H -2.22861 -0.46746 1.51445 0.0 0.0 0.0
H 2.18091 1.09761 -0.04945 0.0 0.0 0.0
H -3.09903 -0.52362 -0.03225 0.1 0.0 0.0
```
Forces are in eV/Å.

Atom charges from the natural (NBO) analysis, given in e for atoms 1 to 6: 0.392 -0.685 0.194 -0.690 0.197 -0.438

# 6
Here is 2 unconnected molecules or ions with the total composition C4H11N3O at a distorted geometry from the OMol25 dataset. Energies are from wB97M-V/def2-TZVPD.

## Properties
SMILES: [H]/N=N/CCC.CN=O
Energy above the lowest of the compared OMol25 structures with the same formula, charge and spin, eV: 7.002
Highest occupied orbital energy, eV: -8.3

XYZ file:
```
19
Properties=species:S:1:pos:R:3:forces:R:3
O -3.20812 -0.73825 0.38619 1.5 2.6 0.0
H 1.29801 -1.58816 1.17727 -0.3 -1.4 0.3
H 2.33453 -0.25771 1.67999 -0.1 0.0 0.4
H 1.96980 -1.04547 -1.27447 0.3 0.6 1.2
N -2.42147 0.17162 0.66585 -2.4 -1.0 -0.3
H 0.10817 0.68778 1.43973 -0.5 0.8 0.7
H 0.94452 1.05139 -0.09463 -0.1 0.9 -0.8
N -0.46446 -0.57201 0.02710 -1.4 -1.9 -2.6
C 1.71721 -0.66995 0.89073 -2.0 3.4 0.2
H -1.20601 -1.50368 -1.58532 0.0 0.1 1.8
H -1.78801 1.37520 -1.15647 -0.2 -0.2 0.8
H -3.49973 1.68365 -0.64882 1.7 -0.8 0.8
C 2.45790 -0.63069 -0.34312 3.6 -2.8 -2.2
N -0.45258 -0.90457 -1.17603 1.5 1.7 0.1
H 3.30206 -1.32192 -0.07439 -0.1 0.3 -1.1
C -2.42983 1.43981 -0.25295 -2.9 -2.4 -2.5
H -2.14907 2.19088 0.37444 1.0 2.1 1.6
H 2.96427 0.31645 -0.57402 -0.5 -0.1 0.2
C 0.52282 0.31565 0.53892 0.9 -2.0 1.3
```
Forces are in eV/Å.

Atom charges from the natural (NBO) analysis, given in e for atoms 1 to 6: -0.329 0.217 0.209 0.235 0.141 0.214

# 7
Here is a gas-phase ion, C4H11N3O (charge +1) at a distorted geometry from the OMol25 dataset. Energies are from wB97M-V/def2-TZVPD.

## Properties
Net charge: +1
Energy above the lowest of the compared OMol25 structures with the same formula, charge and spin, eV: 1.303
Highest occupied orbital energy (spin up / spin down), eV: -14.2 / -14.1
Multiplicity: 2

XYZ file:
```
19
Properties=species:S:1:pos:R:3:forces:R:3
H -1.82348 0.41487 -1.97554 0.1 0.1 -0.1
N 0.97628 0.28676 1.47443 -1.4 0.4 -0.5
H 0.95116 -0.48965 -2.37407 0.2 0.1 -0.4
N -0.84349 0.37234 -1.72546 0.0 -0.1 0.0
H 1.08564 -1.29146 2.77250 -0.5 -0.1 0.9
N -0.95251 -0.86899 2.31764 -0.9 1.4 0.5
C 0.16253 0.14111 -2.76274 -0.6 0.9 -0.2
H 0.57476 -1.75315 1.21512 -0.4 0.1 -0.2
H 0.47367 1.09944 -3.18161 0.7 0.1 0.5
H -0.28585 -0.27418 -3.65137 -0.4 -0.8 0.1
H 1.31368 -0.32481 -0.40991 -0.2 -0.4 -0.2
H 0.73229 1.12113 2.00839 0.1 -0.2 0.4
H -1.18614 -0.23509 3.08805 0.3 -0.6 0.2
H 1.37549 1.35733 -0.34729 0.0 0.5 0.7
C 0.82793 0.51487 0.07459 0.5 -0.6 -0.8
O -1.53944 0.90653 0.33967 0.0 0.0 0.1
C 0.39092 -1.01409 1.99546 2.2 -0.1 -0.6
C -0.63501 0.63842 -0.43135 -0.3 -0.3 -0.2
H -1.59843 -0.60136 1.57348 0.3 -0.3 -0.3
```
Forces are in eV/Å.

Atom charges from the natural (NBO) analysis, given in e for atoms 1 to 6: 0.429 -0.296 0.209 -0.572 0.237 -0.580

# 8
Here is 2 unconnected molecules or ions with the total composition C4H11N3O2 at a distorted geometry from the OMol25 dataset. Energies are from wB97M-V/def2-TZVPD.

## Properties
SMILES: [H]/N=C\NC.NCC(=O)O
Energy above the lowest of the compared OMol25 structures with the same formula, charge and spin, eV: 1.489
Highest occupied orbital energy, eV: -8.9

XYZ file:
```
20
Properties=species:S:1:pos:R:3:forces:R:3
H -2.38087 -0.38393 -0.52426 0.1 0.2 0.1
C -1.55544 -0.81631 1.12464 -0.3 -0.1 -0.9
N 0.74382 3.04249 -0.68474 0.2 -0.6 -0.4
C 0.47443 -2.22309 1.31224 0.2 0.1 0.1
O -0.16053 0.01215 -1.79525 0.3 -0.3 -0.4
H -0.64042 1.74693 0.16742 0.1 -0.5 -0.3
H 0.12555 3.22349 -1.47673 0.2 0.0 0.3
H 0.98769 1.56005 0.79892 0.0 0.2 -0.1
H 0.29722 -0.44040 -2.53556 -0.4 0.1 0.3
O 2.01096 0.36918 -1.44039 -1.4 0.0 1.0
C 0.41329 1.73091 -0.11721 0.6 -0.8 0.0
H 0.94145 -3.01081 0.71539 -0.1 0.1 0.1
N -0.56396 -1.57207 0.54966 -0.3 -0.3 0.1
H -1.53816 -0.81267 2.22566 0.1 0.2 -0.4
H 1.24008 -1.49482 1.59308 0.2 -0.2 0.1
H -0.54908 -1.64253 -0.46268 -0.1 0.1 0.6
C 0.85516 0.55970 -1.09010 0.7 1.8 -0.7
N -2.46751 -0.18811 0.47634 0.2 -0.4 0.7
H 1.69214 3.00962 -1.06349 -0.2 0.1 0.2
H 0.07417 -2.66977 2.22702 0.0 0.0 -0.1
```
Forces are in eV/Å.

Atom charges from the natural (NBO) analysis, given in e for atoms 1 to 6: 0.327 0.284 -0.796 -0.409 -0.701 0.239